ORCA calculation (ωB97M-V/def2-TZVPD) on a single C28H32N4O4 molecule.

```
68
Properties=species:S:1:pos:R:3
C 4.324 -2.115 1.237
C 3.162 -1.527 0.497
C 3.013 -1.746 -0.867
C 1.955 -1.194 -1.564
C 1.006 -0.413 -0.916
C -0.143 0.177 -1.691
C -0.196 1.727 -1.763
O -1.054 2.261 -2.434
N 0.821 2.374 -1.178
C 0.845 3.817 -1.045
C 0.221 4.262 0.293
C 1.391 4.657 1.209
C 2.652 4.168 0.494
C 2.294 4.301 -0.984
N -1.433 -0.311 -1.201
C -1.977 -1.477 -1.867
C -2.986 -1.102 -2.910
C -3.231 0.083 -3.537
C -4.311 -0.163 -4.423
C -4.637 -1.473 -4.266
O -3.841 -2.054 -3.348
C -2.062 0.394 -0.240
O -1.513 1.329 0.326
C -3.458 -0.029 0.183
C -3.380 -0.565 1.621
C -2.372 -1.700 1.660
O -2.476 -2.680 0.952
N -1.342 -1.501 2.528
C -0.236 -2.310 2.767
C 0.103 -3.416 1.989
C 1.241 -4.120 2.333
C 1.993 -3.714 3.427
C 1.566 -2.600 4.129
N 0.485 -1.911 3.810
C 1.147 -0.203 0.454
C 2.216 -0.744 1.144
H 5.255 -1.661 0.898
H 4.226 -1.948 2.307
H 4.390 -3.186 1.053
H 3.738 -2.355 -1.389
H 1.867 -1.371 -2.627
H -0.068 -0.136 -2.739
H 1.399 1.861 -0.529
H 0.296 4.209 -1.904
H -0.364 3.440 0.703
H -0.455 5.101 0.138
H 1.431 5.742 1.317
H 1.296 4.226 2.204
H 2.849 3.123 0.741
H 3.533 4.750 0.763
H 2.342 5.347 -1.286
H 2.944 3.719 -1.636
H -1.142 -2.017 -2.326
H -2.423 -2.163 -1.139
H -2.713 1.008 -3.383
H -4.774 0.543 -5.081
H -5.382 -2.091 -4.726
H -3.892 -0.774 -0.477
H -4.084 0.865 0.165
H -3.091 0.241 2.295
H -4.357 -0.951 1.919
H -1.354 -0.681 3.122
H -0.510 -3.702 1.152
H 1.539 -4.980 1.752
H 2.882 -4.246 3.724
H 2.110 -2.231 4.989
H 0.415 0.392 0.978
H 2.311 -0.556 2.204
```

Summary:
Highest occupied orbital energy, eV: -8.37
Calculated total energy, a.u.: -1606.2309
SMILES string: Cc1ccc([C@H](C(=O)NC2CCCC2)N(Cc2ccco2)C(=O)CCC(=O)Nc2ccccn2)cc1
Molecular weight, g mol⁻¹: 488.59
ΔE to the lowest compared entry with this formula, charge and spin, kcal/mol: 18.0

ORCA calculation (ωB97M-V/def2-TZVPD) on a molecular structure, C28H32N5O3RuSSe2.

```
72
Properties=species:S:1:pos:R:3
Ru 0.057 0.135 1.094
N -1.527 -1.660 -2.593
C -0.678 -1.266 -1.628
N -1.005 -0.510 -0.628
C -2.323 -0.071 -0.518
N -2.701 0.670 0.474
N -1.687 0.902 1.345
C -1.925 1.589 2.413
C -0.806 1.739 3.305
C -0.857 2.519 4.458
C 0.283 2.678 5.217
C 1.452 2.065 4.793
C 1.430 1.294 3.646
N 0.332 1.095 2.917
C -3.279 -0.434 -1.551
C -4.607 0.001 -1.525
C -5.478 -0.378 -2.525
C -5.037 -1.197 -3.564
C -3.729 -1.637 -3.607
C -2.855 -1.251 -2.597
H -1.177 -2.247 -3.331
H 0.356 -1.562 -1.725
H -2.898 2.012 2.612
H -1.783 3.007 4.728
H 0.268 3.285 6.112
H 2.381 2.186 5.331
H 2.333 0.830 3.277
H -4.925 0.632 -0.708
H -6.505 -0.042 -2.506
H -5.725 -1.492 -4.344
H -3.380 -2.272 -4.411
O 3.068 3.778 -1.633
C 2.275 3.615 -2.783
C 0.845 3.090 -2.531
C -0.085 3.696 -3.598
O 0.311 3.412 -4.931
C 0.768 1.576 -2.654
Se 2.013 0.631 -1.489
C 0.305 3.548 -1.173
Se 0.844 2.596 0.461
H 3.071 2.934 -1.156
H 2.770 2.954 -3.510
H 2.215 4.615 -3.231
H -0.161 4.779 -3.439
H -1.087 3.273 -3.492
H 1.126 3.888 -5.119
H 0.977 1.274 -3.681
H -0.251 1.262 -2.404
H -0.788 3.530 -1.201
H 0.619 4.576 -0.990
S -0.823 -1.762 2.156
C -0.182 -3.264 1.526
C 0.742 -3.363 0.489
C 1.200 -4.601 0.058
C 0.749 -5.770 0.649
C -0.170 -5.683 1.693
C -0.626 -4.453 2.125
H 1.137 -2.462 0.029
H 1.923 -4.642 -0.749
H 1.108 -6.733 0.310
H -0.534 -6.582 2.174
H -1.337 -4.394 2.939
C 4.346 -1.441 1.279
C 2.946 -1.281 1.801
C 2.653 -1.887 3.135
O 2.138 -0.680 1.111
H 4.584 -2.503 1.198
H 5.058 -1.012 1.987
H 4.444 -0.957 0.310
H 3.399 -1.552 3.859
H 2.761 -2.971 3.047
H 1.643 -1.653 3.464
```

Summary:
Highest occupied orbital energy (alpha / beta), eV: -6.26 / -6.49
Calculated total energy, a.u.: -6881.6263
Molecular weight, g mol⁻¹: 777.65
2S+1: 2
ΔE to the lowest compared entry with this formula, charge and spin, kcal/mol: 33.0

ORCA calculation (ωB97M-V/def2-TZVPD) on a molecular structure, C28H33AgN3O7.

```
72
Properties=species:S:1:pos:R:3
Ag 0.639 -0.371 -0.035
O 1.437 3.421 2.028
C 1.007 2.152 1.918
O 0.045 1.850 1.263
C 1.851 1.163 2.675
O 1.243 -0.076 2.499
C 1.966 -1.187 2.995
C 1.355 -2.489 2.388
O 1.418 -3.496 3.103
O 0.913 -2.379 1.213
H 0.882 3.966 1.448
H 2.863 1.181 2.253
H 1.909 1.455 3.733
H 3.017 -1.129 2.684
H 1.911 -1.226 4.088
C -3.260 2.114 -0.913
C -2.163 3.140 -1.012
C -2.393 4.473 -0.701
C -1.370 5.405 -0.751
C -0.094 4.993 -1.112
C 0.175 3.667 -1.426
C 1.560 3.221 -1.784
C -0.872 2.733 -1.385
N -0.635 1.375 -1.590
C -0.929 0.753 -2.655
C -1.366 1.440 -3.920
C -0.871 -0.739 -2.662
C -0.990 -1.449 -3.980
N -0.794 -1.338 -1.538
C -0.992 -2.737 -1.436
C -2.297 -3.143 -1.122
C -3.374 -2.103 -0.958
C -2.577 -4.492 -0.972
C -1.579 -5.440 -1.118
C -0.292 -5.029 -1.421
C 0.025 -3.687 -1.587
C 1.435 -3.283 -1.892
H -4.115 2.513 -0.369
H -2.892 1.224 -0.398
H -3.602 1.804 -1.905
H -3.391 4.783 -0.410
H -1.561 6.444 -0.512
H 0.713 5.717 -1.156
H 2.260 4.057 -1.751
H 1.585 2.772 -2.779
H 1.893 2.448 -1.090
H -1.441 2.515 -3.766
H -2.328 1.060 -4.269
H -0.616 1.241 -4.688
H -0.138 -1.160 -4.597
H -1.907 -1.169 -4.502
H -0.984 -2.527 -3.833
H -3.043 -1.326 -0.265
H -4.289 -2.555 -0.576
H -3.599 -1.617 -1.911
H -3.587 -4.798 -0.725
H -1.799 -6.491 -0.982
H 0.497 -5.766 -1.515
H 2.049 -4.163 -2.081
H 1.846 -2.753 -1.030
H 1.487 -2.619 -2.756
O 3.363 0.234 0.107
C 3.375 0.139 -1.120
C 4.664 0.054 -1.941
C 4.157 0.088 -3.374
C 2.628 0.145 -3.206
O 1.860 0.221 -4.164
N 2.273 0.115 -1.904
H 5.179 -0.873 -1.683
H 5.320 0.884 -1.680
H 4.409 -0.802 -3.952
H 4.491 0.962 -3.935
```

Summary:
Highest occupied orbital energy, eV: -4.91
Calculated total energy, a.u.: -1924.8465
Charge: -1
Molecular weight, g mol⁻¹: 631.45

ORCA calculation (ωB97M-V/def2-TZVPD) on a molecular structure, C28H33BF2N4OS2Si2W.

```
74
Properties=species:S:1:pos:R:3
W -0.693 -0.852 0.081
C -0.227 1.729 4.005
C -0.449 1.490 2.541
N -0.166 0.365 1.958
N 0.200 -0.743 2.662
C 0.017 -1.837 1.893
N 0.341 -3.009 2.421
S 1.848 -2.260 -0.300
C -0.979 2.538 1.721
C -1.244 3.836 2.073
C -1.734 4.775 1.118
C -1.888 4.489 -0.195
C -1.607 3.133 -0.687
N -1.255 2.194 0.391
H -0.307 0.805 4.576
H -0.973 2.420 4.393
H 0.761 2.159 4.182
H 0.525 -0.697 3.620
H 0.802 -3.100 3.315
H 0.305 -3.826 1.837
H -1.027 4.166 3.078
H -1.914 5.789 1.453
H -2.143 5.251 -0.917
H -1.015 3.041 -1.596
C -0.244 -4.842 -0.686
Si -0.258 -2.978 -1.116
C 2.752 -1.806 -1.813
C 0.060 -2.801 -2.977
C 0.481 -3.838 -3.810
C 0.738 -3.610 -5.154
C 0.578 -2.334 -5.677
C 0.158 -1.298 -4.852
C -0.112 -1.516 -3.501
Si -0.674 -0.059 -2.369
C 0.684 1.268 -2.725
C -2.311 0.486 -3.202
H 0.765 -5.247 -0.607
H -0.783 -5.405 -1.451
H -0.766 -5.017 0.260
H 2.837 -2.672 -2.465
H 3.743 -1.476 -1.506
H 2.240 -1.007 -2.339
H 0.619 -4.835 -3.405
H 1.062 -4.422 -5.794
H 0.778 -2.150 -6.726
H 0.038 -0.303 -5.272
H 0.277 2.150 -3.231
H 1.457 0.860 -3.378
H 1.172 1.605 -1.807
H -2.375 0.131 -4.231
H -2.429 1.576 -3.214
H -3.148 0.058 -2.645
C -8.238 0.212 2.135
C -8.964 1.528 2.117
O -10.025 1.718 2.641
S -8.299 2.903 1.157
C -6.607 2.522 0.753
C -6.253 2.362 -0.581
C -4.927 2.170 -0.927
C -3.945 2.124 0.058
C -4.305 2.270 1.393
C -5.627 2.485 1.739
C -2.550 1.985 -0.391
C -1.585 0.895 -0.254
H -8.430 -0.283 3.086
H -7.173 0.301 1.965
H -8.657 -0.410 1.343
H -7.020 2.400 -1.343
H -4.649 2.040 -1.966
H -3.550 2.222 2.164
H -5.900 2.639 2.775
F -3.823 -1.041 -0.013
B -2.662 -1.470 0.551
F -2.936 -2.376 1.537
```

Summary:
Highest occupied orbital energy, eV: -5.93
Calculated total energy, a.u.: -3047.9829
Molecular weight, g mol⁻¹: 794.55
ΔE to the lowest compared entry with this formula, charge and spin, kcal/mol: 104.9